Record 1
Computed, not measured: a molecular structure, C2H16CdO7 in a non-equilibrium geometry, with ωB97M-V/def2-TZVPD.

HOMO energy = -7.308 eV
strongest force on any atom = 3.657 eV/Å
frontier orbital gap = 0.251 hartree
relative energy (zero: lowest compared OMol25 entry of this formula, charge and spin) = 155.4 kJ/mol

```
! wB97M-V def2-TZVPD RIJCOSX def2/J DEFGRID3
* xyz 0 1
Cd -17.52 -17.19 -8.68
C -17.25 -13.33 -7.21
C -16.45 -13.96 -8.40
O -16.39 -15.35 -8.38
H -18.28 -13.62 -7.40
H -17.18 -12.24 -7.27
H -16.93 -13.67 -6.22
H -15.42 -13.61 -8.35
H -16.97 -13.64 -9.31
O -16.17 -17.96 -9.96
H -16.62 -18.48 -10.65
O -18.96 -16.31 -7.31
H -19.91 -16.34 -7.23
H -18.73 -15.40 -7.12
O -16.88 -18.21 -7.05
H -16.01 -18.19 -6.66
H -17.45 -18.53 -6.35
O -13.81 -16.67 -9.04
H -14.66 -16.41 -8.67
H -13.19 -16.05 -8.66
O -19.04 -18.62 -9.15
H -18.94 -19.34 -8.53
H -19.48 -19.01 -9.90
O -18.68 -16.13 -10.14
H -18.42 -15.24 -10.39
H -19.32 -16.38 -10.81
*
```

***

Record 2
Computed, not measured: C4H8O3 in the gas phase, with ωB97M-V/def2-TZVPD.

HOMO energy = -10.394 eV
strongest force on any atom = 0.550 eV/Å
frontier orbital gap = 0.416 hartree
SMILES = C[C@@H](O)COC=O
relative energy (zero: lowest compared OMol25 entry of this formula, charge and spin) = 103.8 kJ/mol

```
! wB97M-V def2-TZVPD RIJCOSX def2/J DEFGRID3
* xyz 0 1
C -1.73 0.94 -0.43
C -0.24 0.61 -0.56
O 0.50 1.35 0.40
C 0.02 -0.89 -0.42
O 1.43 -1.16 -0.35
C 1.99 -1.07 0.85
O 1.42 -0.82 1.89
H -2.18 1.30 -1.36
H -1.73 1.76 0.30
H -2.34 0.12 -0.04
H 0.15 0.95 -1.52
H 0.43 0.90 1.26
H -0.34 -1.44 -1.28
H -0.45 -1.28 0.49
H 3.07 -1.27 0.77
*
```

***

Record 3
Computed, not measured: a molecular structure, C62H75HfN7PSSi5Te, with ωB97M-V/def2-TZVPD.

HOMO energy = -9.126 eV
strongest force on any atom = 0.975 eV/Å
frontier orbital gap = 0.237 hartree
relative energy (zero: lowest compared OMol25 entry of this formula, charge and spin) = 230.6 kJ/mol

```
! wB97M-V def2-TZVPD RIJCOSX def2/J DEFGRID3
* xyz 1 1
Hf -0.09 -0.10 1.13
C -3.95 -3.52 -1.19
C -2.76 -3.71 -0.50
C -1.86 -2.67 -0.35
C -2.13 -1.41 -0.88
C -3.31 -1.22 -1.60
C -4.21 -2.27 -1.74
N -1.18 -0.38 -0.65
N -1.43 0.74 -1.44
C -0.52 1.64 -1.46
C -0.79 2.84 -2.24
C 0.00 3.91 -2.08
C 1.12 3.84 -1.16
C 1.45 2.69 -0.57
N 0.68 1.52 -0.72
H -4.65 -4.33 -1.31
H -2.52 -4.68 -0.08
H -0.92 -2.84 0.16
H -3.52 -0.26 -2.05
H -5.12 -2.11 -2.30
H -1.65 2.82 -2.88
H -0.19 4.83 -2.62
H 1.72 4.72 -0.95
H 2.30 2.58 0.08
C -5.17 1.30 5.05
C -5.55 1.83 3.83
C -4.60 2.10 2.85
C -3.26 1.83 3.09
C -2.88 1.32 4.34
C -3.83 1.05 5.31
P -1.94 2.06 1.85
C -2.70 3.12 0.58
C -2.35 4.46 0.38
C -2.98 5.20 -0.61
C -3.93 4.62 -1.43
C -4.26 3.28 -1.27
C -3.64 2.54 -0.28
C -0.80 3.13 2.77
C -1.25 4.26 3.42
C -0.36 5.08 4.13
C 0.96 4.76 4.18
C 1.46 3.60 3.54
C 2.84 3.28 3.60
C 3.31 2.16 2.98
C 2.41 1.32 2.28
C 1.05 1.55 2.20
C 0.57 2.75 2.83
H -5.92 1.09 5.81
H -6.60 2.05 3.63
H -4.92 2.52 1.91
H -1.83 1.15 4.56
H -3.52 0.66 6.27
H -1.60 4.92 1.00
H -2.71 6.24 -0.74
H -4.42 5.21 -2.20
H -4.99 2.82 -1.91
H -3.88 1.49 -0.18
H -2.30 4.51 3.38
H -0.73 5.96 4.64
H 1.66 5.39 4.72
H 3.50 3.93 4.15
H 4.36 1.91 3.03
H 2.84 0.44 1.81
C 1.87 -1.53 4.06
Si 1.33 -2.16 2.33
C 2.98 -2.61 1.54
C 0.46 -3.83 2.62
H 2.07 -2.38 4.72
H 1.18 -0.85 4.57
H 2.80 -0.97 3.95
H 3.58 -3.19 2.25
H 3.56 -1.74 1.24
H 2.84 -3.23 0.64
H 1.14 -4.65 2.36
H -0.46 -3.98 2.05
H 0.20 -3.97 3.68
N 0.71 -5.42 -2.08
C 1.02 -4.53 -1.11
N 0.70 -3.30 -1.40
C 0.11 -3.38 -2.66
C -0.46 -2.38 -3.45
C -0.97 -2.75 -4.68
C -0.94 -4.08 -5.12
C -0.40 -5.08 -4.34
C 0.12 -4.71 -3.11
H 0.89 -6.41 -2.06
H 1.50 -4.84 -0.19
H -0.49 -1.36 -3.10
H -1.41 -1.99 -5.31
H -1.35 -4.32 -6.09
H -0.38 -6.11 -4.68
S -5.14 -3.12 4.71
C -3.91 -2.26 3.80
C -4.16 -1.55 2.64
C -3.11 -0.91 2.02
N -1.85 -0.92 2.47
C -1.62 -1.60 3.61
C -2.61 -2.27 4.30
C -6.51 -3.04 3.59
C -6.59 -3.93 2.52
C -7.68 -3.83 1.67
N -8.64 -2.93 1.80
C -8.56 -2.09 2.83
C -7.51 -2.10 3.75
H -5.14 -1.48 2.20
H -3.30 -0.33 1.13
H -0.62 -1.59 3.99
H -2.36 -2.79 5.21
H -5.83 -4.69 2.37
H -7.77 -4.51 0.83
H -9.36 -1.36 2.93
H -7.48 -1.40 4.57
C 6.37 -1.45 -3.57
Si 4.59 -1.50 -3.01
C 3.49 -2.12 -4.39
C 4.42 -2.71 -1.59
Si 3.91 0.68 -2.34
Te 1.85 -0.27 -1.19
Si 3.36 1.80 -4.34
C 4.71 1.33 -5.55
C 1.69 1.22 -4.94
C 3.41 3.66 -4.15
Si 5.56 1.66 -1.01
C 5.03 3.28 -0.24
C 6.99 2.01 -2.16
C 6.06 0.46 0.33
H 6.64 -2.41 -4.02
H 7.05 -1.27 -2.73
H 6.55 -0.67 -4.31
H 3.74 -3.16 -4.61
H 3.60 -1.55 -5.32
H 2.43 -2.10 -4.11
H 4.76 -3.69 -1.92
H 3.38 -2.83 -1.27
H 5.01 -2.43 -0.71
H 4.69 0.28 -5.82
H 5.70 1.56 -5.16
H 4.57 1.92 -6.46
H 1.65 0.14 -5.05
H 1.46 1.67 -5.91
H 0.90 1.51 -4.24
H 4.41 4.00 -3.88
H 2.71 4.02 -3.41
H 3.15 4.11 -5.12
H 4.78 4.02 -1.00
H 5.85 3.68 0.36
H 4.17 3.18 0.43
H 6.70 2.67 -2.98
H 7.40 1.10 -2.60
H 7.79 2.50 -1.60
H 5.25 0.30 1.05
H 6.93 0.84 0.88
H 6.34 -0.51 -0.08
*
```

***

Record 4
Computed, not measured: C3H3FP2 in the gas phase in a non-equilibrium geometry, with ωB97M-V/def2-TZVPD.

HOMO energy (alpha / beta) = -8.109 / -8.228 eV
strongest force on any atom = 3.685 eV/Å
frontier orbital gap (alpha / beta) = 0.252 / 0.260 hartree
SMILES = C#P=C[PH]#CF
relative energy (zero: lowest compared OMol25 entry of this formula, charge and spin) = 541.4 kJ/mol

```
! wB97M-V def2-TZVPD RIJCOSX def2/J DEFGRID3
* xyz 0 1
C -0.50 1.31 -0.93
C 1.42 -0.13 -0.03
C -1.32 -0.24 0.74
F -2.52 -0.68 0.56
P 1.17 1.20 -1.05
P 0.10 -1.10 0.36
H -0.99 2.20 -1.44
H 2.32 -0.55 0.24
H 0.33 -2.03 1.54
*
```

***

Record 5
Computed, not measured: 2 unconnected molecules or ions with the total composition C2H5ClN2 in a non-equilibrium geometry, with ωB97M-V/def2-TZVPD.

HOMO energy (alpha / beta) = -8.700 / -8.982 eV
strongest force on any atom = 4.157 eV/Å
frontier orbital gap (alpha / beta) = 0.305 / 0.312 hartree
relative energy (zero: lowest compared OMol25 entry of this formula, charge and spin) = 478.4 kJ/mol

```
! wB97M-V def2-TZVPD RIJCOSX def2/J DEFGRID3
* xyz 0 1
C 0.77 0.15 -1.19
C -0.66 0.23 1.46
N 0.37 -0.61 -2.05
N 0.27 -0.62 0.82
Cl 0.66 -0.25 -3.68
H 1.40 1.01 -1.17
H -1.59 0.45 1.00
H -0.79 -0.14 2.43
H -0.20 1.23 1.61
H -0.22 -1.47 0.77
*
```

***

Record 6
Computed, not measured: 2 unconnected molecules or ions with the total composition C4H8Cl4 in a non-equilibrium geometry, with ωB97M-V/def2-TZVPD.

HOMO energy = -10.999 eV
strongest force on any atom = 1.608 eV/Å
frontier orbital gap = 0.430 hartree
SMILES = ClCCCl.ClCCCl
relative energy (zero: lowest compared OMol25 entry of this formula, charge and spin) = 45.6 kJ/mol

```
! wB97M-V def2-TZVPD RIJCOSX def2/J DEFGRID3
* xyz 0 1
Cl -3.45 -3.94 0.86
C -4.60 -2.90 -0.13
C -4.09 -1.47 -0.22
Cl -5.27 -0.31 -0.90
H -5.59 -2.98 0.31
H -4.84 -3.25 -1.14
H -3.21 -1.44 -0.86
H -3.75 -1.20 0.78
Cl 6.11 2.51 1.52
C 4.98 1.84 0.32
C 3.73 2.66 -0.02
Cl 2.64 1.59 -0.99
H 4.71 0.85 0.71
H 5.56 1.61 -0.57
H 3.91 3.59 -0.57
H 3.15 2.84 0.89
*
```

***

- Among the records above, which one has the lowest strongest force on any atom?
  C4H8O3

***

- What is the formula in the fifth record?
  C2H5ClN2

***

- relative energy (zero: lowest compared OMol25 entry of this formula, charge and spin) of number 4 (C3H3FP2)?
  541.4 kJ/mol